ORCA calculation (ωB97M-V/def2-TZVPD) on 5 unconnected molecules or ions with the total composition C22H59N5O6.

```
! wB97M-V def2-TZVPD RIJCOSX def2/J DEFGRID3
* xyz 0 1
C -1.5976 -7.2303 -3.5200
O -0.7513 -6.7348 -4.5193
C -1.2948 -5.5521 -5.1019
C -0.3051 -4.9730 -6.1101
C 0.0259 -5.9800 -7.2419
N 0.9360 -4.5787 -5.4263
H -1.7453 -6.5140 -2.7024
H -1.1589 -8.1596 -3.1490
H -2.6065 -7.5414 -3.8303
H -2.2491 -5.7795 -5.5797
H -1.2949 -4.7997 -4.3026
H -0.7478 -4.0855 -6.5695
H -0.8426 -6.4661 -7.6949
H 0.6656 -6.7489 -6.8076
H 0.5547 -5.5017 -8.0694
H 1.3402 -5.4036 -4.9949
H 1.5084 -4.2659 -6.2045
C -1.4374 -1.8567 2.6595
O -2.3120 -2.6674 1.8923
C -1.6727 -3.8039 1.3152
C -2.7199 -4.6437 0.5709
C -3.3015 -3.8953 -0.6339
N -3.8316 -4.9711 1.5028
H -1.0479 -1.0776 1.9973
H -0.5617 -2.3904 3.0331
H -2.0344 -1.4071 3.4459
H -0.8434 -3.5246 0.6570
H -1.2519 -4.3490 2.1708
H -2.1905 -5.5776 0.3674
H -2.5819 -3.1489 -0.9635
H -4.2677 -3.4919 -0.3412
H -3.4844 -4.5791 -1.4633
H -4.1146 -4.0554 1.8514
H -3.5229 -5.4289 2.3558
C 3.3259 -5.2221 -0.1486
O 2.0976 -4.6749 0.2314
C 1.8357 -3.4344 -0.3664
C 1.4155 -3.4664 -1.8427
C 0.9463 -2.1013 -2.3268
N 0.4114 -4.4898 -2.0284
H 3.2879 -5.6486 -1.1609
H 3.5444 -6.1180 0.4384
H 4.2331 -4.6131 -0.0777
H 1.0386 -2.9179 0.1740
H 2.7072 -2.7783 -0.2298
H 2.3369 -3.6113 -2.4273
H 1.0882 -2.0569 -3.4126
H 1.5007 -1.2257 -1.9872
H -0.1274 -1.9455 -2.1964
H 0.2213 -4.6456 -3.0115
H 0.7106 -5.3829 -1.6540
C 2.8612 0.8587 -0.6293
O 3.0397 1.8995 0.3094
C 2.7119 3.1529 -0.2072
C 2.5155 4.1722 0.8921
C 1.3804 3.7620 1.8748
N 2.0901 5.4556 0.3147
H 3.5363 0.9707 -1.4928
H 1.8855 1.0648 -1.0904
H 2.9960 -0.1397 -0.2320
H 3.4926 3.4930 -0.9134
H 1.8413 3.1522 -0.8827
H 3.4300 4.3412 1.4730
H 1.5787 2.7827 2.3124
H 0.3837 3.7804 1.4419
H 1.4316 4.4889 2.6895
H 2.9108 5.8781 -0.1213
H 1.8611 6.0673 1.0909
C 3.2172 -7.4439 3.0303
O 3.9894 -8.1156 2.0691
C 5.3258 -7.7194 1.9046
C 6.2622 -8.2672 2.9859
N 6.4130 -9.6936 2.7685
C 7.5551 -10.3682 3.4133
C 7.1600 -11.8005 3.7688
O 5.8944 -11.9325 4.3773
C 5.6616 -11.1637 5.5319
H 3.7826 -6.7848 3.6944
H 2.6731 -8.1146 3.7010
H 2.4243 -6.8508 2.5664
H 5.4536 -6.6317 1.7879
H 5.6465 -8.0849 0.9275
H 5.7813 -8.0564 3.9511
H 7.2119 -7.7447 2.8737
H 5.5937 -10.2116 3.0557
H 7.9386 -9.7967 4.2662
H 8.3784 -10.4397 2.6954
H 7.9275 -12.1496 4.4773
H 7.1646 -12.4503 2.8982
H 6.1365 -11.6700 6.3791
H 4.5797 -11.1186 5.6693
H 5.9580 -10.1086 5.5269
*
```

Computed properties:
Gap between HOMO and LUMO ... 9.36 eV
F_max ... 1.93 eV/A
Energy above the lowest of the compared OMol25 structures with the same formula, charge and spin ... 0.0 kJ/mol
Total energy ... -1598.66127 Eh
SMILES ... COC[C@H](C)N.COC[C@H](C)N.COC[C@H](C)N.COC[C@H](C)N.COCCNCCOC
HOMO energy ... -8.650 eV